Below is a cluster of 2 separate species, C5H14 in total, with properties calculated with wB97M-V/def2-TZVPD.

**Structure (SMILES)**: CCC.CC
**Electronic energy**: -198.8818 Ha
**Multiplicity**: 1
**ΔE to the lowest compared entry with this formula, charge and spin**: 19.2 kJ/mol
**Gap between HOMO and LUMO**: 12.52 eV

Each atom is followed by the atoms it is bonded to, with distances in Å.
Positions of all 19 atoms, in Å:
1 C 0.062 -0.994 -1.203  C2 1.534, H4 1.085, H5 1.093, H6 1.089
2 C 0.662 0.383 -1.513  C1 1.534, C3 1.520, H7 1.087, H8 1.096
3 C 1.003 0.613 -2.976  C2 1.520, H9 1.093, H10 1.087, H11 1.086
4 H -0.449 -0.945 -0.247  C1 1.085
5 H -0.674 -1.222 -1.978  C1 1.093
6 H 0.799 -1.794 -1.265  C1 1.089
7 H 1.544 0.565 -0.905  C2 1.087
8 H -0.056 1.141 -1.179  C2 1.096
9 H 0.869 1.651 -3.292  C3 1.093
10 H 0.375 0.016 -3.632  C3 1.087
11 H 2.026 0.341 -3.219  C3 1.086
12 C -0.041 -0.136 2.677  C13 1.526, H14 1.087, H15 1.092, H16 1.088
13 C -1.520 0.240 2.677  C12 1.526, H17 1.084, H18 1.095, H19 1.090
14 H 0.094 -1.170 2.984  C12 1.087
15 H 0.429 -0.135 1.691  C12 1.092
16 H 0.563 0.486 3.334  C12 1.088
17 H -1.640 1.309 2.804  C13 1.084
18 H -2.042 -0.277 3.489  C13 1.095
19 H -2.005 -0.073 1.753  C13 1.090

Need the natural (NBO) charges? In units of e they are: atom 1 (C): -0.6028, atom 2 (C): -0.4000, atom 3 (C): -0.6097, atom 4 (H): 0.2076, atom 5 (H): 0.1985, atom 6 (H): 0.2034, atom 7 (H): 0.1966, atom 8 (H): 0.1936, atom 9 (H): 0.2094, atom 10 (H): 0.1995, atom 11 (H): 0.2036, atom 12 (C): -0.6116, atom 13 (C): -0.6095, atom 14 (H): 0.2021, atom 15 (H): 0.2028, atom 16 (H): 0.2047, atom 17 (H): 0.2046, atom 18 (H): 0.2045, atom 19 (H): 0.2027